A cluster of 14 separate species, C48H128N8O14 in total in a non-equilibrium geometry. Source: the OMol25 dataset; level of theory: ωB97M-V/def2-TZVPD.

Element x y z (Å)
1 C -1.31015 -1.93765 1.25079
2 C -0.01381 -2.17416 0.47457
3 C -0.34027 -2.56410 -0.98723
4 C -0.71446 -1.38775 -1.85614
5 C 0.32346 -0.27166 -1.86111
6 C 0.74009 0.18233 -0.45013
7 N 0.80400 -0.92118 0.57594
8 O 1.11597 -0.50249 1.90066
9 C 2.10702 0.92059 -0.55514
10 C -0.36289 1.22025 -0.04768
11 C 0.69162 -3.39484 1.00100
12 H -1.94413 -1.15757 0.82932
13 H -1.20300 -1.71236 2.31186
14 H -1.92998 -2.83401 1.27217
15 H 0.48679 -3.08770 -1.46672
16 H -1.11385 -3.33120 -1.02211
17 H -1.67630 -1.06572 -1.45706
18 H -1.01271 -1.67463 -2.86453
19 H -0.00263 0.57100 -2.47076
20 H 1.18969 -0.74172 -2.32671
21 H 2.41287 1.22992 0.44430
22 H 2.85624 0.26862 -1.00425
23 H 2.06064 1.76851 -1.23850
24 H -0.57881 1.17817 1.01989
25 H 0.06817 2.21274 -0.17903
26 H -1.29693 1.16988 -0.60726
27 H 1.02126 -3.21116 2.02360
28 H 1.44697 -3.85396 0.36322
29 H 0.02405 -4.23935 1.17209
30 H 2.06951 -0.61370 1.90255
31 C 2.34629 0.23299 5.45035
32 C 1.24594 1.13002 6.14524
33 C 2.02128 2.16096 7.04341
34 C 2.60020 3.32916 6.24184
35 C 1.50150 4.00589 5.42587
36 C 0.80300 3.09003 4.43423
37 N 0.44044 1.80476 5.12735
38 O -0.40319 0.97793 4.30577
39 C -0.40643 3.92227 4.07250
40 C 1.70352 2.87686 3.14751
41 C 0.33339 0.21131 7.12840
42 H 3.03053 -0.13500 6.21487
43 H 2.97377 0.66276 4.66953
44 H 1.78048 -0.58216 4.99927
45 H 1.28339 2.52305 7.75931
46 H 2.81023 1.62736 7.57343
47 H 3.48723 3.03966 5.67839
48 H 3.14273 3.96226 6.94394
49 H 1.95665 4.85750 4.92021
50 H 0.73547 4.30757 6.14021
51 H -0.97330 4.08726 4.98876
52 H -0.14930 4.86146 3.58270
53 H -1.10090 3.36708 3.44197
54 H 1.17498 2.43205 2.30437
55 H 2.00710 3.83475 2.72516
56 H 2.55226 2.19543 3.20575
57 H -0.34791 -0.53702 6.72352
58 H -0.28932 1.01806 7.51505
59 H 0.87516 -0.18891 7.98537
60 H 0.19167 0.77255 3.58082
61 C 5.62738 1.97318 -2.49153
62 C 7.07452 2.10510 -1.96880
63 C 7.97398 2.79710 -2.94444
64 O 9.32008 2.71036 -2.39460
65 C 10.33668 3.33020 -3.13440
66 N 6.96619 2.88615 -0.70680
67 H 5.30150 2.99999 -2.65757
68 H 4.95272 1.50462 -1.77502
69 H 5.46523 1.54214 -3.47947
70 H 7.39283 1.06491 -1.89958
71 H 7.73352 3.84387 -3.13032
72 H 8.02858 2.44787 -3.97553
73 H 10.00050 4.29967 -3.50210
74 H 10.58345 2.77866 -4.04160
75 H 11.25478 3.55137 -2.59009
76 H 6.37155 3.68042 -0.89558
77 H 7.85683 3.18618 -0.33687
78 C -1.42591 -8.50960 -2.63465
79 C -1.74485 -7.74926 -1.32788
80 C -0.73922 -6.62415 -0.90590
81 O 0.54999 -7.21772 -0.79785
82 C 0.68449 -8.06701 0.36831
83 N -3.04230 -7.05002 -1.56990
84 H -1.30645 -7.85366 -3.49696
85 H -2.19210 -9.23614 -2.90521
86 H -0.46581 -9.00641 -2.49503
87 H -1.89198 -8.45571 -0.51095
88 H -0.96522 -6.09260 0.01848
89 H -0.75544 -5.78963 -1.60690
90 H 0.02598 -8.93524 0.39347
91 H 0.52539 -7.48827 1.27818
92 H 1.70958 -8.43075 0.29781
93 H -3.77807 -7.72050 -1.74079
94 H -3.25883 -6.64961 -0.66830
95 C -6.62495 3.97916 1.74088
96 C -6.18656 4.67215 0.43968
97 C -6.47239 3.75419 -0.83186
98 O -5.88825 2.42165 -0.65979
99 C -4.53463 2.41034 -0.36501
100 N -6.90233 5.94310 0.35337
101 H -7.67042 3.68010 1.81611
102 H -6.40347 4.60733 2.60369
103 H -6.07444 3.04370 1.84064
104 H -5.13575 4.93994 0.55005
105 H -5.91382 4.14895 -1.68054
106 H -7.53832 3.69144 -1.05083
107 H -3.94931 3.07432 -1.00113
108 H -4.17719 1.44304 -0.71809
109 H -4.21431 2.52828 0.67016
110 H -6.54588 6.61470 1.01819
111 H -6.45387 6.18172 -0.51958
112 C -4.37408 -3.09526 3.30249
113 C -3.93002 -3.60343 4.65779
114 C -2.61719 -4.35839 4.53348
115 O -2.72490 -5.43880 3.61823
116 C -1.38956 -6.03872 3.45879
117 N -3.75939 -2.51895 5.63504
118 H -5.35886 -2.65346 3.45455
119 H -4.50338 -3.89339 2.57149
120 H -3.74575 -2.28996 2.92196
121 H -4.63146 -4.33376 5.06114
122 H -2.39203 -4.76738 5.51844
123 H -1.86566 -3.62183 4.24925
124 H -1.10586 -6.52074 4.39435
125 H -0.65605 -5.28345 3.17656
126 H -1.46772 -6.85328 2.73873
127 H -3.46973 -2.81377 6.55660
128 H -3.06461 -1.82816 5.38970
129 C -1.14279 5.07749 0.72658
130 C -0.82148 5.84431 -0.48734
131 C -0.85423 5.09507 -1.81950
132 O 0.23664 4.17602 -1.92139
133 C 0.30674 3.56216 -3.18431
134 N -1.79236 6.90852 -0.51194
135 H -0.27468 4.42014 0.77538
136 H -2.05681 4.48761 0.65780
137 H -1.29696 5.75749 1.56439
138 H 0.16464 6.29160 -0.36240
139 H -0.85653 5.73436 -2.70234
140 H -1.83561 4.64433 -1.96722
141 H -0.56129 2.93396 -3.38430
142 H 1.21116 2.98113 -3.36466
143 H 0.40473 4.35526 -3.92558
144 H -1.80834 7.55292 0.26562
145 H -1.44019 7.43079 -1.30144
146 C -3.77445 2.53802 -4.09046
147 C -3.54801 1.58158 -5.25280
148 C -2.11954 0.89217 -5.22426
149 O -1.92954 0.04792 -6.42347
150 C -0.63126 -0.41360 -6.41004
151 N -4.58569 0.62905 -5.22119
152 H -3.06251 3.36175 -4.03846
153 H -3.90495 2.04291 -3.12820
154 H -4.72798 3.05802 -4.18257
155 H -3.68361 2.26372 -6.09208
156 H -1.92245 0.30110 -4.32989
157 H -1.27376 1.57558 -5.14878
158 H 0.12639 0.34887 -6.59086
159 H -0.58034 -1.08490 -7.26728
160 H -0.47697 -1.00548 -5.50783
161 H -4.44706 -0.01312 -5.98833
162 H -4.32345 0.01059 -4.46698
163 C -4.71445 -1.68853 -1.42084
164 O -4.12932 -1.47619 -2.66787
165 H -3.91147 -1.63911 -0.68540
166 H -5.29278 -0.84414 -1.04581
167 H -5.34189 -2.57283 -1.30940
168 H -3.86572 -2.30725 -3.06968
169 C -2.23742 -4.69684 -4.28375
170 O -2.83936 -4.60732 -3.03195
171 H -2.80334 -5.34840 -4.94956
172 H -2.15018 -3.76312 -4.83932
173 H -1.22156 -5.09019 -4.24598
174 H -2.74448 -5.44552 -2.57369
175 C 1.62145 -3.26483 -4.03392
176 O 2.11763 -2.09940 -4.58214
177 H 1.95837 -3.46077 -3.01598
178 H 0.53215 -3.30369 -4.02981
179 H 1.92658 -4.06581 -4.70728
180 H 3.06906 -2.20310 -4.65713
181 C 4.29829 -1.66026 2.44193
182 O 3.99912 -0.36181 2.05593
183 H 5.36288 -1.88509 2.37708
184 H 4.03975 -1.85306 3.48313
185 H 3.65153 -2.27394 1.81487
186 H 4.77878 -0.01504 1.61606
187 C 5.06642 -2.29857 -1.51674
188 O 6.25866 -2.81493 -2.10920
189 H 5.34168 -1.35318 -1.04922
190 H 4.41400 -1.97528 -2.32787
191 H 4.57860 -2.99248 -0.83219
192 H 6.94494 -2.69666 -1.44842
193 C 3.59298 4.36538 -0.95478
194 O 4.89325 4.92777 -0.93095
195 H 3.44125 3.54882 -0.24888
196 H 2.87911 5.07827 -0.54212
197 H 3.28560 3.99209 -1.93165
198 H 4.80919 5.81838 -1.27930

For the LUMO energy, the calculation gives 0.35 eV. The calculation puts the orbital gap at 8.153 eV. The net charge is 0. Its energy above the lowest of the compared OMol25 structures with the same formula, charge and spin is 122.2 kcal per mole. The molar mass comes out at 1041.6 Da. The max |F| is 0.0581 hartree/bohr. The calculation puts the calculated total energy at -92426.2286 eV.

Results of the Löwdin charge analysis, in e, for atoms 1 through 5: C -0.0308; C -0.4666; C -0.1320; C -0.1807; C -0.1194

=====

A cluster of 16 separate species, C48H128O48S16 in total in a non-equilibrium geometry. Source: the OMol25 dataset; level of theory: ωB97M-V/def2-TZVPD.

Element x y z (Å)
1 O -5.20732 -3.33024 3.96170
2 S -4.56161 -2.21347 4.62565
3 O -4.22653 -2.24774 6.01921
4 O -3.25473 -1.93191 3.86035
5 C -2.77195 -2.77716 2.74552
6 C -1.64804 -2.17702 2.02533
7 C -5.52027 -0.76744 4.42227
8 H -3.53640 -2.89049 1.98447
9 H -2.53848 -3.76719 3.12726
10 H -1.90769 -1.20607 1.63968
11 H -1.40538 -2.92042 1.24689
12 H -0.80063 -2.05106 2.67505
13 H -6.33810 -0.96052 5.11905
14 H -5.88915 -0.62790 3.43893
15 H -4.99062 0.12233 4.72885
16 O 2.99891 5.17622 4.48679
17 S 2.05558 4.13416 4.74359
18 O 1.43734 4.18341 6.03326
19 O 0.99357 4.15527 3.60112
20 C -0.06355 5.17316 3.73486
21 C -0.11669 5.97309 2.44838
22 C 2.62187 2.56326 4.41452
23 H 0.18110 5.74738 4.63532
24 H -1.05739 4.68611 3.89052
25 H -0.13056 5.35659 1.56390
26 H 0.74166 6.63867 2.42944
27 H -0.96424 6.61530 2.44349
28 H 3.64987 2.40170 4.82432
29 H 2.60743 2.37816 3.33435
30 H 1.92041 1.88399 4.87923
31 O 2.03597 -0.70850 5.39263
32 S 0.77762 -1.06966 4.82606
33 O 0.44713 -0.48638 3.56013
34 O 0.53260 -2.61885 4.66091
35 C 1.45997 -3.62539 5.16110
36 C 0.63095 -4.54100 6.12150
37 C -0.44650 -0.89085 6.14990
38 H 2.26616 -3.05838 5.65260
39 H 1.74592 -4.07381 4.22647
40 H 1.17687 -5.45485 6.40494
41 H -0.31498 -4.69673 5.59916
42 H 0.37040 -3.95542 7.02514
43 H -1.43179 -1.19908 5.84673
44 H -0.46480 0.15896 6.49345
45 H -0.03865 -1.39517 6.98494
46 O 2.84775 2.24148 -1.33990
47 S 3.50262 2.99592 -0.28777
48 O 4.25777 2.33614 0.76632
49 O 4.66545 3.95847 -1.02331
50 C 4.35305 4.43722 -2.42145
51 C 5.61563 4.09079 -3.21272
52 C 2.40544 4.19342 0.41885
53 H 4.13018 5.48618 -2.32188
54 H 3.50425 3.94251 -2.74325
55 H 5.67499 4.55419 -4.18408
56 H 5.59776 2.98919 -3.28932
57 H 6.53512 4.30525 -2.68866
58 H 2.98124 4.86169 1.04950
59 H 1.66315 3.60228 0.91432
60 H 1.98270 4.75579 -0.43389
61 O -2.05784 1.23194 0.38831
62 S -0.63010 1.42382 0.31538
63 O 0.04177 1.94571 1.46478
64 O -0.03774 0.01983 -0.00806
65 C 1.43356 -0.19899 -0.20844
66 C 1.87243 -1.54183 0.33963
67 C -0.36540 2.39918 -1.10406
68 H 1.83856 0.57951 0.41690
69 H 1.56378 -0.06550 -1.28170
70 H 2.94755 -1.49240 0.50979
71 H 1.56519 -2.45457 -0.23650
72 H 1.35532 -1.60344 1.30515
73 H -1.13859 2.16563 -1.80045
74 H 0.67774 2.36789 -1.44377
75 H -0.59986 3.40752 -0.70620
76 O -2.39929 -4.16361 -0.42802
77 S -2.85856 -3.38259 -1.55520
78 O -2.40992 -3.61889 -2.94635
79 O -4.47422 -3.48988 -1.60532
80 C -5.22010 -3.78918 -0.38176
81 C -6.38270 -4.74128 -0.70215
82 C -2.63497 -1.62037 -1.27415
83 H -5.51104 -2.79965 0.01713
84 H -4.52285 -4.25096 0.33666
85 H -6.91678 -5.01976 0.16670
86 H -5.90840 -5.68051 -1.02542
87 H -7.04012 -4.33014 -1.47090
88 H -1.56160 -1.40865 -1.22135
89 H -3.16215 -1.23143 -0.37877
90 H -3.04346 -1.18661 -2.19181
91 O -3.38762 5.73915 -2.58787
92 S -2.87986 6.21030 -1.32376
93 O -2.18721 5.33351 -0.41406
94 O -1.96998 7.43617 -1.75905
95 C -1.04576 7.95056 -0.76715
96 C 0.13984 8.68180 -1.42446
97 C -4.26922 7.00340 -0.50425
98 H -0.68955 7.11085 -0.21157
99 H -1.60375 8.69832 -0.18003
100 H 0.81969 8.02077 -1.96459
101 H 0.57578 9.24921 -0.57527
102 H -0.28645 9.38403 -2.14781
103 H -4.68927 7.70863 -1.23720
104 H -3.88841 7.48384 0.39993
105 H -4.98367 6.19849 -0.29525
106 O 7.80826 -1.39968 -1.02295
107 S 6.77160 -0.56708 -0.52225
108 O 5.41223 -0.98400 -0.49790
109 O 7.16390 -0.23808 0.91374
110 C 6.40607 -0.19941 2.17728
111 C 7.00117 0.95740 3.00100
112 C 6.78203 0.97449 -1.33704
113 H 6.49592 -1.18807 2.60430
114 H 5.35992 -0.00323 1.93451
115 H 6.28993 1.29541 3.76132
116 H 7.20674 1.75958 2.28107
117 H 7.94467 0.66594 3.48457
118 H 7.80172 1.30759 -1.55119
119 H 6.21929 1.71385 -0.75949
120 H 6.24178 0.77907 -2.26263
121 O 4.85417 0.31939 -6.11449
122 S 3.68383 0.11833 -5.30595
123 O 2.68940 -0.87866 -5.73306
124 O 4.30089 -0.47934 -3.98486
125 C 3.39100 -1.27495 -3.02192
126 C 4.11194 -2.59615 -2.95299
127 C 2.84662 1.64185 -4.84746
128 H 2.32010 -1.26715 -3.38463
129 H 3.50241 -0.68092 -2.14193
130 H 5.19239 -2.39745 -2.72950
131 H 4.02004 -3.08135 -3.94994
132 H 3.61693 -3.25525 -2.23873
133 H 3.66845 2.21343 -4.43319
134 H 2.13003 1.34909 -4.11067
135 H 2.38274 2.04113 -5.77642
136 O -6.15518 -0.82953 0.95169
137 S -7.03981 0.28923 0.81398
138 O -7.61779 0.81803 2.01289
139 O -6.22787 1.46521 0.23797
140 C -5.09374 1.33559 -0.73694
141 C -4.98735 2.70677 -1.37433
142 C -8.24924 -0.03032 -0.43860
143 H -5.30566 0.63618 -1.51896
144 H -4.20820 1.10611 -0.13518
145 H -5.93740 2.92695 -1.84600
146 H -4.20673 2.70790 -2.16085
147 H -4.86526 3.46760 -0.63025
148 H -8.82783 0.85248 -0.39766
149 H -8.82483 -0.86286 -0.04836
150 H -7.81167 -0.23414 -1.45760
151 O -4.80691 5.69122 3.23587
152 S -5.49984 4.60219 2.54473
153 O -6.58688 4.88053 1.59321
154 O -4.41821 3.69576 1.81636
155 C -3.08397 3.57066 2.37632
156 C -2.90093 2.34330 3.28761
157 C -5.98349 3.38300 3.76792
158 H -3.03168 4.50467 2.95408
159 H -2.44743 3.57595 1.50058
160 H -3.27848 2.60010 4.26666
161 H -1.84203 2.07791 3.40769
162 H -3.45562 1.51469 2.90030
163 H -6.87847 3.67780 4.31123
164 H -5.12738 3.20202 4.39859
165 H -6.30334 2.48235 3.16669
166 O 6.35739 -2.73108 4.18049
167 S 5.13162 -3.30983 3.77695
168 O 3.87606 -2.59562 3.86267
169 O 5.38272 -3.72185 2.31623
170 C 4.27931 -4.09454 1.44994
171 C 4.77038 -4.56252 0.11547
172 C 4.92007 -4.91766 4.54483
173 H 3.63630 -3.20265 1.36850
174 H 3.76658 -4.92900 1.95948
175 H 5.26033 -5.54992 0.22506
176 H 5.45657 -3.82804 -0.33053
177 H 3.92701 -4.64865 -0.59472
178 H 3.99042 -5.43281 4.16540
179 H 4.81961 -4.75267 5.62481
180 H 5.80703 -5.54904 4.34671
181 O -0.75335 0.43377 -6.02035
182 S -0.95931 -0.26927 -4.76366
183 O -0.50615 0.34299 -3.52600
184 O -2.54239 -0.56613 -4.58775
185 C -3.43081 -0.54446 -5.76877
186 C -3.54607 -1.91023 -6.37350
187 C -0.30451 -1.88771 -4.93705
188 H -2.92767 -0.00858 -6.57667
189 H -4.31807 -0.05313 -5.38602
190 H -2.56029 -2.21724 -6.78364
191 H -4.17953 -1.79576 -7.28883
192 H -3.95889 -2.64808 -5.71792
193 H 0.72942 -1.74312 -5.21248
194 H -0.76695 -2.43323 -5.73846
195 H -0.39312 -2.48530 -4.04361
196 O 1.43111 -8.69534 2.28603
197 S 1.30939 -7.74049 3.33285
198 O 1.87232 -7.86092 4.62217
199 O 1.78254 -6.30651 2.78760
200 C 1.30384 -5.85739 1.38779
201 C 0.39753 -4.70486 1.61247
202 C -0.49769 -7.55813 3.59985
203 H 0.75842 -6.65539 0.83817
204 H 2.16618 -5.52400 0.80101
205 H 0.04459 -4.36172 0.63430
206 H 0.93380 -3.95136 2.21905
207 H -0.47547 -5.09319 2.11174
208 H -0.98936 -8.48983 3.88828
209 H -0.93344 -7.19054 2.63059
210 H -0.59998 -6.71575 4.31586
211 O 1.06024 5.70211 -2.10810
212 S 0.76722 5.40508 -3.48910
213 O 1.78128 4.83192 -4.37639
214 O -0.53641 4.56791 -3.54066
215 C -0.99516 3.84850 -4.80407
216 C -2.30378 3.20542 -4.40021
217 C 0.26657 6.94677 -4.37838
218 H -0.19297 3.08565 -4.98312
219 H -1.06587 4.58004 -5.61131
220 H -2.08012 2.47931 -3.63118
221 H -2.73666 2.59046 -5.20693
222 H -3.02003 3.89273 -3.93695
223 H 1.12133 7.60502 -4.49556
224 H -0.62845 7.38345 -3.94717
225 H 0.18447 6.55174 -5.43397
226 O 1.77200 -5.69570 -1.53087
227 S 0.94716 -5.06506 -2.51353
228 O 0.46234 -3.72997 -2.29592
229 O 1.61876 -5.04278 -3.89063
230 C 2.40968 -6.24746 -4.36440
231 C 2.96763 -5.91727 -5.74120
232 C -0.53193 -6.06134 -2.82093
233 H 1.73557 -7.08181 -4.45279
234 H 3.23171 -6.28830 -3.64792
235 H 2.11556 -5.68063 -6.40868
236 H 3.49941 -6.81439 -6.00921
237 H 3.59798 -4.98465 -5.67132
238 H -1.01565 -6.14777 -1.81425
239 H -0.22210 -7.02102 -3.25133
240 H -1.10750 -5.51989 -3.56582

For the LUMO energy, the calculation gives -0.09 eV. The calculation puts the orbital gap at 10.252 eV. The net charge is 0. Its energy above the lowest of the compared OMol25 structures with the same formula, charge and spin is 0.0 kcal per mole. The molar mass comes out at 1986.6 Da. The max |F| is 0.0627 hartree/bohr. The calculation puts the calculated total energy at -323488.8548 eV.

Results of the Löwdin charge analysis, in e, for atoms 1 through 5: O -0.2852; S 0.5463; O -0.2825; O -0.2404; C -0.2074